Below is a single C3H8N2 molecule at a distorted geometry, with properties calculated with the ωB97M-V functional and the def2-TZVPD basis.

SMILES string   [H]/N=C/NCC
E   -228.54280 Ha
Kohn-Sham gap   8.97 eV
LUMO level   0.85 eV
Energy above the lowest of the compared OMol25 structures with the same formula, charge and spin   66.4 kcal/mol

Each line ends with the Mulliken charge.
Element x y z (Å)
C: 0.82759 -1.53935 -0.15489  -0.986
C: -0.57850 -0.93262 -0.35091  -0.341
N: -0.67817 0.53591 -0.07973  -0.335
C: 0.04521 1.51224 0.38427  0.025
N: -0.48232 2.72875 0.49537  -0.753
H: 0.81714 -2.22284 -1.02682  0.309
H: 1.63848 -0.85907 -0.55089  0.319
H: 1.14972 -2.11278 0.76696  0.295
H: -1.15308 -1.31195 0.38156  0.262
H: -0.98113 -1.10814 -1.35584  0.342
H: -1.45005 0.88933 -0.68906  0.268
H: 0.96252 1.33661 0.82081  0.382
H: -0.11742 3.08390 1.35917  0.213

=====

Below is a single C3H8N2 molecule, with properties calculated with the ωB97M-V functional and the def2-TZVPD basis.

SMILES string   C/N=C\NC
E   -228.59267 Ha
Kohn-Sham gap   9.64 eV
LUMO level   0.96 eV
Energy above the lowest of the compared OMol25 structures with the same formula, charge and spin   35.1 kcal/mol

Each line ends with the Mulliken charge.
Element x y z (Å)
C: 1.08023 1.02906 1.44335  -0.900
C: 0.64587 -0.59670 -0.35080  0.124
C: -1.40685 -0.84210 -1.38352  -0.837
H: 0.53048 1.80631 1.97850  0.310
H: 1.94809 1.50282 0.98060  0.305
H: 1.41725 0.30506 2.19316  0.311
H: -0.73594 0.71603 0.39109  0.236
H: 1.70199 -0.87182 -0.19781  0.332
H: -1.50684 0.20770 -1.71195  0.300
H: -1.97754 -0.96926 -0.43910  0.295
H: -1.89101 -1.48011 -2.13103  0.246
N: 0.21952 0.42859 0.44996  -0.195
N: -0.02526 -1.23558 -1.22245  -0.526

=====

Below is 2 unconnected molecules or ions with the total composition C3H8N2 at a distorted geometry, with properties calculated with the ωB97M-V functional and the def2-TZVPD basis.

SMILES string   [H]/N=C/C.C=N
E   -228.54924 Ha
Kohn-Sham gap   10.23 eV
LUMO level   0.94 eV
Energy above the lowest of the compared OMol25 structures with the same formula, charge and spin   62.4 kcal/mol

Each line ends with the Mulliken charge.
Element x y z (Å)
C: -0.74813 0.28087 -2.13409  -0.997
C: -0.47402 -0.14379 -0.73433  0.330
N: -0.66668 -1.28753 -0.28667  -0.636
H: -0.22263 -1.40638 0.70365  0.494
H: -0.07240 1.14718 2.26419  0.358
H: 0.17336 0.61173 -2.61280  0.273
H: -1.44620 1.11727 -2.13624  0.284
H: -1.17090 -0.54766 -2.69627  0.276
C: 0.75796 0.52874 1.94111  -0.363
N: 0.63233 -0.73177 2.06646  -0.582
H: 1.49383 -1.25541 1.91769  0.248
H: 1.70186 1.05535 1.77999  0.286
H: 0.04162 0.63141 -0.07268  0.029

=====

Below is 2 unconnected molecules or ions with the total composition C3H8N2, with properties calculated with the ωB97M-V functional and the def2-TZVPD basis.

SMILES string   C=NC.C=N
E   -228.54669 Ha
Kohn-Sham gap   10.52 eV
LUMO level   1.10 eV
Energy above the lowest of the compared OMol25 structures with the same formula, charge and spin   64.0 kcal/mol

Each line ends with the Mulliken charge.
Element x y z (Å)
C: -2.95166 0.13420 0.81246  -0.270
N: -2.03269 -0.62679 1.21321  -0.396
H: -2.95730 0.42342 -0.23790  0.239
H: -3.74206 0.52143 1.45784  0.220
H: -2.10726 -0.84277 2.20742  0.219
C: 1.96587 0.26607 -1.65316  -0.679
C: 1.48813 -0.13279 0.57661  -0.205
N: 2.09674 0.59117 -0.24799  -0.396
H: 1.86967 1.17722 -2.24074  0.235
H: 1.10749 -0.37535 -1.89377  0.308
H: 2.87211 -0.25740 -1.97257  0.251
H: 1.60836 0.05530 1.64421  0.261
H: 0.78262 -0.93371 0.33437  0.213

=====

Below is a single C3H8N2O molecule at a distorted geometry, with properties calculated with the ωB97M-V functional and the def2-TZVPD basis.

SMILES string   C[C@@H](N)/C=N\O
E   -303.73507 Ha
Kohn-Sham gap   10.06 eV
LUMO level   0.96 eV
Energy above the lowest of the compared OMol25 structures with the same formula, charge and spin   98.6 kcal/mol

Each line ends with the Mulliken charge.
Element x y z (Å)
C: -0.50020 -1.66829 0.01034  -1.432
C: 0.06900 -0.23000 -0.12606  0.662
C: -0.73070 0.64332 0.80661  -0.318
H: -0.98290 -2.07573 1.02410  0.296
H: 0.12397 -2.42882 -0.38368  0.346
H: -1.43427 -1.68325 -0.58648  0.372
H: 1.18556 -0.26981 0.19627  0.284
H: 0.94528 -0.26965 -2.10444  0.255
H: 0.26586 1.32539 -1.46211  0.306
H: -1.71809 0.39649 1.25881  0.352
H: 1.38579 2.58393 1.01652  0.396
N: 0.18524 0.24135 -1.58887  -0.693
N: -0.05351 1.69990 1.20751  -0.487
O: 1.25897 1.73518 0.73147  -0.339

=====

Below is a molecular structure, C3H8N2O at a distorted geometry, with properties calculated with the ωB97M-V functional and the def2-TZVPD basis.

E   -303.62432 Ha
Kohn-Sham gap   7.61 eV
LUMO level   -0.35 eV
Energy above the lowest of the compared OMol25 structures with the same formula, charge and spin   168.1 kcal/mol

Each line ends with the Mulliken charge.
Element x y z (Å)
C: -2.11508 -0.51021 -0.34245  -0.799
C: 2.00389 0.03976 0.19394  -0.591
N: -0.96635 -0.31222 0.51150  -0.385
C: -0.29186 0.74169 0.61744  0.736
O: 0.74886 -1.24228 -0.43709  -0.598
N: -0.17969 1.97202 0.60283  -0.607
H: 0.54008 -1.90493 -1.13274  0.234
H: 0.68191 2.45746 0.82567  0.244
H: -2.37845 -1.56655 -0.34551  0.251
H: -2.94214 0.05207 0.10405  0.349
H: -1.97247 -0.17472 -1.37079  0.291
H: 2.04781 0.17712 1.26825  0.337
H: 2.08133 0.95916 -0.37688  0.333
H: 2.74216 -0.68839 -0.11822  0.203

=====

Below is a single C3H8N2O molecule, with properties calculated with the ωB97M-V functional and the def2-TZVPD basis.

E   -303.77043 Ha
Kohn-Sham gap   7.69 eV
LUMO level   0.72 eV
Energy above the lowest of the compared OMol25 structures with the same formula, charge and spin   76.4 kcal/mol

Each line ends with the Mulliken charge.
Element x y z (Å)
C: 1.53882 -0.54191 -0.12078  -1.101
N: 0.16295 -0.05120 -0.54928  0.073
C: -0.73969 -1.19140 -0.85222  -1.003
C: -0.63591 1.01385 0.18272  0.505
O: -1.62316 1.49322 -0.31901  -0.580
N: -0.09298 1.30600 1.36052  -0.288
H: 2.11088 0.34942 0.16208  0.289
H: 1.37871 -1.16904 0.75357  0.240
H: 0.44941 0.34109 -1.44116  0.301
H: -1.68794 -0.82776 -1.25200  0.346
H: -0.20850 -1.82743 -1.55760  0.416
H: -0.90116 -1.74433 0.07519  0.334
H: -0.51654 2.01293 1.93742  0.237
H: 0.76511 0.83655 1.62056  0.233

=====

Below is a single C3H8N2O molecule at a distorted geometry, with properties calculated with the ωB97M-V functional and the def2-TZVPD basis.

SMILES string   [H]/N=C(/C)ONC
E   -303.75741 Ha
Kohn-Sham gap   10.69 eV
LUMO level   0.91 eV
Energy above the lowest of the compared OMol25 structures with the same formula, charge and spin   84.5 kcal/mol

Each line ends with the Mulliken charge.
Element x y z (Å)
C: -0.68910 0.46265 -0.64303  0.586
C: -0.92400 1.86122 -1.22476  -0.984
C: 1.35700 -1.33336 1.16934  -0.829
N: -0.79844 -0.47366 -1.47652  -0.615
N: 0.01194 -0.90196 1.04198  -0.381
O: -0.26693 0.46055 0.64696  -0.215
H: -1.50298 2.36851 -0.57576  0.377
H: -1.51947 1.71619 -2.18961  0.262
H: 0.02147 2.38541 -1.15999  0.262
H: 1.86896 -0.96385 0.38571  0.361
H: 2.00736 -0.92784 2.01417  0.307
H: 1.52620 -2.41324 1.12217  0.307
H: -0.51879 -1.30119 -0.96068  0.350
H: -0.57322 -0.93943 1.85003  0.211

=====

Below is a molecular structure, C3H8N2O at a distorted geometry, with properties calculated with the ωB97M-V functional and the def2-TZVPD basis.

E   -303.67635 Ha
Kohn-Sham gap (alpha / beta)   7.70 / 7.70 eV
LUMO level (alpha / beta)   -0.04 / -0.04 eV
Energy above the lowest of the compared OMol25 structures with the same formula, charge and spin   135.4 kcal/mol

Each line ends with the Mulliken charge.
Element x y z (Å)
N: -1.00824 -1.49156 0.68694  -0.566
C: -0.12865 -0.99667 -1.31354  -0.303
O: 1.16542 -1.12600 -0.86305  -0.418
N: -1.15696 -1.42731 -0.61927  -0.163
H: 1.77343 -0.88021 -1.56789  0.317
H: -1.94418 -1.61978 1.07566  0.262
H: -0.58462 -0.08873 0.94151  0.370
H: -0.26197 -0.94401 -2.38770  0.374
C: -0.28303 1.15786 0.56027  -0.647
C: 0.95460 1.56276 0.94512  -0.402
H: 1.13486 2.46380 1.51555  0.274
H: -1.13611 1.79376 0.77066  0.361
H: -0.34969 0.64927 -0.51192  0.289
H: 1.82515 0.94682 0.76767  0.252

=====

Below is a molecular structure, C3H8N2O at a distorted geometry, with properties calculated with the ωB97M-V functional and the def2-TZVPD basis.

E   -303.77443 Ha
Kohn-Sham gap   9.89 eV
LUMO level   0.67 eV
Energy above the lowest of the compared OMol25 structures with the same formula, charge and spin   73.9 kcal/mol

Each line ends with the Mulliken charge.
Element x y z (Å)
C: 0.95607 -1.09507 -1.55800  -0.925
C: 0.64779 -0.99775 0.10214  -0.391
C: -0.90603 0.60301 1.13161  0.576
H: 1.29405 -2.13784 -1.75598  0.311
H: 0.02365 -0.98479 -2.28391  0.276
H: 1.65045 -0.21266 -2.03400  0.260
H: 1.77953 -1.01089 0.78232  0.192
H: -0.20165 -1.88486 0.67401  0.282
H: 0.44939 1.04243 -0.29976  0.199
H: -2.28947 2.15498 1.56075  0.299
H: -0.68724 2.58159 0.49286  0.187
N: 0.10757 0.25382 0.30155  -0.134
N: -1.27356 1.96626 1.05534  -0.455
O: -1.55054 -0.27821 1.83108  -0.678

=====

Below is 2 unconnected molecules or ions with the total composition C3H8N2O at a distorted geometry, with properties calculated with the ωB97M-V functional and the def2-TZVPD basis.

SMILES string   [H]/N=C/OC.C=N
E   -303.78047 Ha
Kohn-Sham gap   10.76 eV
LUMO level   0.82 eV
Energy above the lowest of the compared OMol25 structures with the same formula, charge and spin   70.1 kcal/mol

Each line ends with the Mulliken charge.
Element x y z (Å)
C: -1.57216 -1.12058 -0.33904  -0.598
O: -0.27966 -1.20244 0.26973  -0.406
H: -0.06739 0.53893 1.36691  0.201
H: -1.88647 -0.07211 -0.32646  0.260
H: -1.57597 -1.49893 -1.36437  0.333
H: -2.26879 -1.71423 0.25822  0.226
C: 0.78381 -0.73346 -0.50889  0.096
C: 0.57058 1.51787 1.19345  -0.231
N: 1.97166 -1.11213 -0.23287  -0.611
N: 0.30333 2.36674 0.26412  -0.548
H: 2.64387 -0.60788 -0.81646  0.269
H: -0.57074 2.11225 -0.20969  0.285
H: 0.47270 -0.11819 -1.36370  0.406
H: 1.47522 1.64419 1.80906  0.319

=====

Below is a single C3H8N2O molecule at a distorted geometry, with properties calculated with the ωB97M-V functional and the def2-TZVPD basis.

SMILES string   CNC(=O)CN
E   -303.84681 Ha
Kohn-Sham gap   10.26 eV
LUMO level   0.82 eV
Energy above the lowest of the compared OMol25 structures with the same formula, charge and spin   28.4 kcal/mol

Each line ends with the Mulliken charge.
Element x y z (Å)
N: 0.52252 1.05043 -1.93946  -0.617
C: -0.33570 1.19672 -0.77429  -0.254
C: -0.54480 0.08981 0.27362  0.395
N: 0.22063 -1.03603 0.09893  -0.283
C: 0.97244 -1.56299 1.26175  -0.793
O: -1.24388 0.27911 1.23795  -0.595
H: 1.49583 0.88047 -1.70314  0.199
H: 0.49333 1.96501 -2.38113  0.257
H: -0.25483 2.06365 -0.09220  0.273
H: -1.32310 1.32185 -1.25363  0.279
H: 0.52843 -1.22312 -0.84097  0.295
H: 0.32971 -1.39822 2.11773  0.292
H: 1.16892 -2.60506 1.00377  0.295
H: 1.92856 -1.03422 1.33758  0.257